[1]
C23H54GaIN7O8 as an isolated structure in a non-equilibrium geometry, computed with ωB97M-V/def2-TZVPD.

Geometry as ORCA input:
```
! wB97M-V def2-TZVPD RIJCOSX def2/J DEFGRID3
* xyz -1 1
O 3.48 3.45 2.89
C 3.50 3.46 1.74
I 1.85 4.40 0.61
C 4.62 2.86 0.92
Ga 5.14 4.15 -0.63
H 4.23 1.94 0.49
H 5.44 2.68 1.61
H 6.71 4.13 -0.97
H 4.26 3.85 -1.95
H 4.75 5.64 -0.14
C -1.85 0.70 -0.14
O -0.88 0.86 -0.86
N -2.15 1.45 0.92
C -3.33 1.21 1.74
C -1.27 2.56 1.27
H -2.58 -0.11 -0.32
H -3.97 2.10 1.72
H -3.02 1.00 2.77
H -3.89 0.36 1.36
H -1.21 3.26 0.44
H -0.27 2.17 1.47
H -1.65 3.07 2.16
C -5.39 4.87 1.71
O -4.82 3.82 1.97
N -5.98 5.14 0.53
C -6.65 6.40 0.27
C -5.94 4.13 -0.52
H -5.48 5.69 2.44
H -7.69 6.22 0.03
H -6.17 6.90 -0.57
H -6.59 7.05 1.15
H -6.42 3.22 -0.16
H -4.90 3.90 -0.76
H -6.45 4.50 -1.40
C -8.54 3.80 5.26
O -8.87 3.36 4.18
N -7.28 3.78 5.75
C -6.96 4.32 7.06
C -6.22 3.21 4.94
H -9.27 4.26 5.96
H -6.23 5.13 6.95
H -6.54 3.54 7.69
H -7.85 4.72 7.54
H -6.15 3.74 4.00
H -6.45 2.16 4.73
H -5.27 3.27 5.47
C 5.15 -1.56 0.39
O 6.02 -2.23 0.94
N 3.86 -1.91 0.29
C 2.88 -1.08 -0.38
C 3.44 -3.17 0.88
H 5.38 -0.59 -0.08
H 2.09 -0.80 0.33
H 2.45 -1.64 -1.21
H 3.34 -0.17 -0.77
H 3.65 -3.16 1.95
H 4.00 -3.99 0.42
H 2.37 -3.32 0.72
C 2.43 -6.87 0.57
O 1.58 -6.72 1.43
N 3.38 -7.83 0.57
C 4.36 -7.94 -0.48
C 3.40 -8.78 1.67
H 2.50 -6.19 -0.30
H 4.27 -8.91 -0.97
H 5.36 -7.84 -0.06
H 4.22 -7.16 -1.22
H 2.45 -9.32 1.71
H 3.53 -8.26 2.61
H 4.21 -9.49 1.53
C -0.68 -1.18 -5.94
O -1.15 -1.22 -7.07
N -1.39 -0.96 -4.82
C -0.77 -0.93 -3.50
C -2.82 -0.74 -4.93
H 0.39 -1.34 -5.75
H -1.22 -1.71 -2.88
H -0.93 0.04 -3.04
H 0.30 -1.12 -3.58
H -3.29 -1.60 -5.39
H -3.01 0.13 -5.56
H -3.24 -0.57 -3.94
C 4.95 -1.59 -3.85
O 4.09 -1.42 -3.01
N 5.88 -2.56 -3.81
C 6.89 -2.71 -4.84
C 5.86 -3.50 -2.70
H 5.05 -0.93 -4.73
H 6.80 -3.69 -5.31
H 7.88 -2.62 -4.39
H 6.77 -1.94 -5.60
H 4.90 -4.02 -2.67
H 5.99 -2.96 -1.76
H 6.67 -4.22 -2.81
*
```


[2]
A 5-piece molecular cluster, C23H55ClNO12S4 overall, computed with ωB97M-V/def2-TZVPD.

Geometry as ORCA input:
```
! wB97M-V def2-TZVPD RIJCOSX def2/J DEFGRID3
* xyz -1 1
C -4.05 1.86 -5.12
C -5.09 2.21 -4.06
C -4.56 2.06 -2.63
C -4.92 0.72 -2.00
C -4.25 0.49 -0.64
C -2.84 -0.12 -0.69
C -1.75 0.79 -0.12
C -0.44 0.05 0.19
C 0.71 0.81 0.84
Cl -0.02 1.35 2.55
N 0.92 2.08 0.11
C 2.32 2.29 -0.24
C 2.78 3.73 -0.15
H -4.44 1.95 -6.13
H -3.17 2.50 -5.04
H -3.70 0.83 -4.98
H -5.47 3.23 -4.23
H -5.96 1.54 -4.18
H -4.92 2.87 -1.99
H -3.47 2.16 -2.64
H -4.60 -0.08 -2.68
H -6.01 0.64 -1.92
H -4.18 1.46 -0.12
H -4.91 -0.12 -0.02
H -2.59 -0.39 -1.72
H -2.82 -1.07 -0.13
H -2.12 1.25 0.81
H -1.54 1.62 -0.80
H -0.66 -0.83 0.80
H -0.04 -0.34 -0.76
H 0.62 2.87 0.67
H 2.92 1.65 0.42
H 2.51 1.92 -1.26
H 2.60 4.13 0.85
H 3.85 3.82 -0.36
H 2.25 4.37 -0.87
O 5.47 1.18 0.47
S 5.53 0.02 1.32
O 6.40 0.09 2.47
O 5.94 -1.24 0.43
C 7.01 -1.05 -0.52
C 8.38 -1.11 0.14
C 3.93 -0.50 1.81
H 6.85 -0.10 -1.03
H 6.87 -1.86 -1.23
H 8.53 -0.27 0.80
H 9.15 -1.10 -0.64
H 8.48 -2.03 0.71
H 3.27 -0.55 0.94
H 3.54 0.26 2.47
H 4.03 -1.46 2.31
O 12.08 3.58 1.42
S 12.43 2.85 2.61
O 12.79 1.47 2.49
O 11.29 3.03 3.69
C 9.90 2.83 3.26
C 9.54 1.37 3.15
C 13.70 3.70 3.47
H 9.75 3.37 2.33
H 9.34 3.33 4.05
H 10.07 0.89 2.32
H 8.46 1.28 2.98
H 9.79 0.84 4.07
H 13.42 4.74 3.59
H 14.60 3.61 2.86
H 13.85 3.22 4.44
O -7.30 -0.78 0.73
S -7.17 -1.51 1.96
O -7.25 -2.94 1.92
O -8.25 -0.95 2.99
C -9.61 -0.78 2.49
C -10.36 -2.09 2.43
C -5.73 -1.01 2.82
H -9.56 -0.29 1.52
H -10.06 -0.09 3.21
H -9.94 -2.75 1.67
H -11.40 -1.89 2.18
H -10.33 -2.60 3.39
H -5.69 0.07 2.86
H -4.88 -1.39 2.24
H -5.74 -1.45 3.81
O -5.73 -2.48 -3.44
S -5.36 -3.41 -2.41
O -4.15 -3.21 -1.69
O -5.37 -4.88 -3.04
C -4.64 -5.05 -4.28
C -3.15 -5.15 -4.06
C -6.69 -3.61 -1.28
H -4.90 -4.23 -4.94
H -5.05 -5.97 -4.69
H -2.74 -4.20 -3.70
H -2.67 -5.41 -5.00
H -2.92 -5.92 -3.32
H -7.60 -3.79 -1.83
H -6.75 -2.67 -0.72
H -6.45 -4.43 -0.60
*
```


[3]
A 11-piece molecular cluster, C23H55F6N6O28P3 overall in a non-equilibrium geometry, computed with ωB97M-V/def2-TZVPD.

Geometry as ORCA input:
```
! wB97M-V def2-TZVPD RIJCOSX def2/J DEFGRID3
* xyz 0 1
C 1.42 -2.00 4.23
C 0.56 -1.98 2.96
O -0.77 -2.39 3.26
C -1.07 -3.65 3.51
O -0.25 -4.47 3.84
C -2.55 -3.96 3.38
F -2.95 -4.89 4.26
F -3.32 -2.89 3.68
F -2.86 -4.42 2.16
H 0.93 -1.54 5.10
H 2.32 -1.39 4.13
H 1.74 -3.02 4.44
H 1.06 -2.64 2.24
H 0.51 -1.00 2.48
C -1.70 0.15 -0.86
C -0.35 -0.11 -0.22
O 0.54 0.99 -0.38
C 0.93 1.34 -1.63
O 0.85 0.68 -2.60
C 1.73 2.68 -1.58
F 2.46 2.80 -0.45
F 2.55 2.69 -2.61
F 0.93 3.75 -1.62
H -1.72 0.14 -1.95
H -2.19 1.06 -0.51
H -2.36 -0.66 -0.54
H 0.18 -1.03 -0.47
H -0.65 -0.20 0.83
C 3.62 6.16 -0.12
O 5.01 6.21 0.21
P 6.02 5.02 -0.25
O 5.59 3.66 0.12
O 7.42 5.47 0.32
C 7.70 5.43 1.73
O 6.27 5.27 -1.83
C 5.39 4.73 -2.81
H 3.56 6.74 -1.05
H 2.98 6.59 0.64
H 3.30 5.14 -0.33
H 7.94 6.45 2.02
H 8.57 4.80 1.92
H 6.84 5.12 2.32
H 4.65 5.44 -3.18
H 4.90 3.81 -2.52
H 6.08 4.44 -3.60
C -0.41 -5.43 -6.68
O 0.47 -5.38 -5.58
P 0.14 -4.54 -4.28
O -0.97 -5.07 -3.47
O 1.50 -4.49 -3.44
C 2.14 -5.71 -3.03
O -0.05 -3.04 -4.83
C -0.26 -1.98 -3.91
H 0.07 -5.36 -7.66
H -1.24 -4.72 -6.62
H -0.84 -6.43 -6.64
H 2.10 -5.76 -1.94
H 3.13 -5.77 -3.48
H 1.70 -6.62 -3.46
H 0.37 -1.14 -4.18
H -0.01 -2.21 -2.87
H -1.31 -1.69 -3.97
C -5.50 1.00 5.93
O -6.28 0.54 4.83
P -5.67 0.61 3.32
O -6.44 0.00 2.25
O -5.44 2.21 3.11
C -5.48 2.79 1.82
O -4.21 0.02 3.55
C -3.40 -0.07 2.38
H -4.50 1.32 5.65
H -5.45 0.20 6.67
H -6.00 1.86 6.38
H -6.13 3.66 1.89
H -5.75 2.07 1.05
H -4.47 3.17 1.59
H -2.38 -0.40 2.59
H -3.26 0.97 2.09
H -3.79 -0.69 1.58
C 0.36 3.26 2.01
N 0.32 1.94 2.69
O 1.36 1.55 3.17
O -0.77 1.43 2.79
H -0.51 3.83 2.29
H 0.51 3.04 0.95
H 1.25 3.81 2.30
C -5.47 -2.39 -0.74
N -5.74 -3.26 0.43
O -6.12 -2.70 1.44
O -5.49 -4.44 0.30
H -4.71 -1.65 -0.52
H -6.42 -1.87 -0.85
H -5.32 -2.99 -1.63
C -3.07 5.25 -1.28
N -2.46 3.91 -1.10
O -1.47 3.84 -0.39
O -2.89 3.00 -1.76
H -3.72 5.44 -0.43
H -3.70 5.31 -2.16
H -2.26 5.96 -1.41
C -1.43 -5.53 -0.62
N -1.63 -4.05 -0.56
O -2.75 -3.63 -0.52
O -0.64 -3.35 -0.37
H -0.44 -5.81 -0.94
H -2.24 -5.92 -1.23
H -1.67 -5.79 0.42
C 3.34 -1.64 -2.62
N 3.67 -0.57 -3.61
O 3.11 -0.63 -4.69
O 4.51 0.27 -3.33
H 2.37 -1.34 -2.23
H 4.13 -1.65 -1.88
H 3.33 -2.58 -3.15
C 4.19 0.81 1.69
N 3.97 -0.54 1.09
O 4.83 -0.99 0.37
O 2.86 -1.01 1.23
H 3.73 1.53 1.02
H 5.24 0.95 1.89
H 3.60 0.78 2.61
*
```

Output
SMILES: CCOC(=O)C(F)(F)F.CCOC(=O)C(F)(F)F.COP(=O)(OC)OC.COP(=O)(OC)OC.COP(=O)(OC)OC.C[N+](=O)[O-].C[N+](=O)[O-].C[N+](=O)[O-].C[N+](=O)[O-].C[N+](=O)[O-].C[N+](=O)[O-]


E, respectively: -4116.4525 -3919.8622 -4967.5971 Ha.
Kohn-Sham gap, respectively: 6.641 4.187 9.728 eV.
HOMO energy, respectively: -4.885 -2.289 -10.236 eV.